This record from OMol25 describes an isolated molecule of C5H11N. The level of theory is ωB97M-V/def2-TZVPD.

The calculation puts the gap between HOMO and LUMO at 10.321 eV. Its energy is -6852.3317 eV. As for the multiplicity: 1. The maximum force comes out at 0.3 eV Å⁻¹. Its net charge is 0. The energy relative to the best compared isomer or geometry (same formula, charge and spin) is 27.60 kcal per mole.

The geometry in XYZ format:
```
17
Properties=species:S:1:pos:R:3:forces:R:3
C 2.38058 -0.69975 0.44161 0.040 -0.022 0.017
C 1.25355 -0.12564 -0.41589 -0.011 0.041 -0.003
C -0.04214 -0.01186 0.35858 0.153 -0.160 -0.002
C -0.64808 1.28638 0.75276 0.005 0.222 0.182
N -1.20394 0.50238 -0.33649 -0.054 -0.031 -0.021
C -2.45547 -0.17523 -0.05078 -0.162 -0.070 0.020
H 2.57243 -0.07249 1.31992 -0.040 -0.083 -0.124
H 2.11850 -1.70324 0.79791 0.062 0.147 -0.030
H 3.31510 -0.78051 -0.12367 -0.156 0.023 0.077
H 1.53332 0.86139 -0.80231 -0.071 -0.116 0.037
H 1.08169 -0.76206 -1.29274 0.030 0.033 0.130
H -0.23366 -0.83914 1.04986 0.017 0.107 -0.119
H -0.17235 2.22246 0.46552 -0.033 -0.170 0.041
H -1.20652 1.32439 1.68932 0.061 -0.024 -0.156
H -2.52684 -1.07781 -0.66659 -0.002 0.132 0.072
H -3.29339 0.48158 -0.30281 0.097 -0.075 0.023
H -2.55669 -0.47050 1.00901 0.065 0.047 -0.145
```
Forces are in eV/Å.